# 1
82
Properties=species:S:1:pos:R:3 method="wB97M-V/def2-TZVPD" fmax_ev_per_a=3.7 spin_multiplicity=5 e_tot_ev=-68844.6448 e_lumo_ev="-2.3 / -5.6" s_squared=6.07 charge=+1 e_above_lowest_kcal_mol=26.8
Ir 0.4882 -1.0010 -1.4612
C -0.5209 -2.2730 1.1007
C 0.7855 -2.1884 0.3424
C 0.8435 -1.1059 2.5227
C -0.4693 -1.5574 2.3155
C 1.6418 -1.4879 1.4219
C -1.4460 -3.4140 0.9894
H -1.1464 -4.0191 0.1364
H -2.4966 -3.1127 0.8922
H -1.3937 -4.0382 1.9006
C -1.4847 -1.5343 3.4100
H -2.4241 -2.0058 3.1140
H -1.7029 -0.5153 3.7531
H -1.1011 -2.0942 4.2776
C 1.2441 -0.5745 3.8484
H 1.0410 -1.3152 4.6247
H 0.6671 0.3229 4.0870
H 2.2933 -0.3038 3.9117
C 3.0962 -1.7089 1.5635
H 3.2949 -2.4244 2.3865
H 3.6569 -0.8070 1.8460
H 3.5401 -2.1053 0.6426
C 1.3220 -3.5441 -0.0994
H 1.6865 -4.0964 0.7819
H 2.1781 -3.4768 -0.7869
H 0.5638 -4.1860 -0.5720
C -1.3885 -0.1557 -4.1356
C -1.4013 -1.4907 -4.2926
C -0.3977 -2.2635 -5.0807
C 1.0762 -1.9700 -4.6744
C 1.2581 -1.3754 -3.2763
C 1.3543 0.0133 -3.0739
C 0.8841 1.0206 -4.1866
C -0.4625 0.7589 -4.8857
H -0.4950 -2.0529 -6.1634
H 1.5145 -1.3351 -5.4660
H -0.6094 -3.3401 -4.9638
H -0.2530 0.3988 -5.9115
H -2.2673 0.3363 -3.7004
H -2.3170 -2.0428 -4.0565
H -0.9631 1.7299 -5.0443
H 0.9026 2.0459 -3.7844
H 2.2943 0.4456 -2.6797
H 1.6606 1.0361 -4.9744
H 1.6579 -2.9085 -4.7383
H 1.7310 -2.1001 -2.5473
P -1.4962 -0.0662 -0.8507
P 1.6469 0.8212 -0.2754
C -0.9737 1.6487 -1.3916
C 0.4290 2.1086 -0.9328
H -1.7147 2.3364 -0.9660
H -1.0369 1.6489 -2.4883
H 0.9995 2.6382 -1.7128
H 0.3256 2.8054 -0.0879
C 1.9007 1.4794 1.4056
H 2.5165 0.8135 2.0070
H 0.9188 1.5860 1.8757
H 2.3860 2.4557 1.3432
C 3.4642 0.9380 -0.7554
H 3.6327 1.8493 -1.3416
H 3.8098 0.0720 -1.3358
H 4.0796 0.9649 0.1476
C -2.3133 0.2854 0.7193
H -2.6011 -0.6370 1.2167
H -3.2202 0.8803 0.5265
H -1.6325 0.8146 1.3863
C -2.5487 -1.4225 -1.5533
H -1.8477 -2.0150 -2.1681
H -3.3796 -1.0554 -2.1466
H -2.8729 -2.0440 -0.7140
F -2.2519 6.4213 5.2642
C -1.9062 5.2766 4.6648
C -1.5522 5.2535 3.3173
F -1.5643 6.4006 2.6088
C -1.1894 4.0818 2.7191
F -0.8807 4.0622 1.4004
C -1.1193 2.8406 3.4371
O -0.7415 1.7512 2.9202
C -1.5164 2.9057 4.8162
F -1.5137 1.7434 5.5254
C -1.8984 4.0804 5.4030
F -2.2745 4.0921 6.7027


# 2
78
Properties=species:S:1:pos:R:3 method="wB97M-V/def2-TZVPD" fmax_ev_per_a=1.6 e_tot_ev=-104263.4726 e_lumo_ev=-12.5 charge=+3
Ta -2.5894 -1.7587 1.1972
C 3.5272 -0.0707 -2.6650
C 2.7341 -1.1818 -3.3710
C 3.5090 -2.5069 -3.2948
C 2.5451 -0.8019 -4.8394
C 1.4005 -1.3662 -2.6532
C 1.4052 -1.6613 -1.2775
C 0.2010 -1.8227 -0.6460
Se 0.0896 -2.1181 1.2614
C 0.3192 -0.2985 1.8857
C 1.5463 0.3070 1.8831
C 1.6261 1.6511 2.2936
C 0.4566 2.2855 2.6893
C -0.8237 1.6980 2.7266
C -0.8260 0.3815 2.3189
O -1.9870 -0.4280 2.2364
C -2.0110 2.5462 3.1888
C -1.7113 3.0661 4.6051
C -2.1590 3.7314 2.2215
C -3.3431 1.7934 3.2372
C 2.9858 2.3420 2.2851
C 3.9108 1.6014 3.2639
C 2.8861 3.8066 2.7099
C 3.5664 2.2705 0.8634
C -1.0057 -1.7365 -1.3525
O -2.1240 -1.9740 -0.5132
C -1.0871 -1.4356 -2.6935
C 0.1755 -1.2592 -3.2959
C -2.3423 -1.2813 -3.5558
C -2.3594 0.1471 -4.1236
C -2.2687 -2.2987 -4.7063
C -3.6560 -1.5136 -2.8045
H 4.4626 0.0993 -3.1972
H 2.9730 0.8694 -2.6511
H 3.7874 -0.3382 -1.6386
H 4.4664 -2.3960 -3.8032
H 3.7182 -2.8017 -2.2645
H 2.9630 -3.3166 -3.7807
H 3.5238 -0.6736 -5.2999
H 2.0262 -1.5794 -5.4028
H 2.0063 0.1409 -4.9536
H 2.3406 -1.7507 -0.7404
H 2.4373 -0.2225 1.5710
H 0.5240 3.3168 2.9997
H -0.8212 3.6924 4.6359
H -2.5473 3.6753 4.9476
H -1.5769 2.2456 5.3117
H -1.2718 4.3628 2.2074
H -2.3517 3.3932 1.2010
H -2.9976 4.3522 2.5356
H -3.3057 0.9159 3.8855
H -4.0987 2.4606 3.6499
H -3.6937 1.5128 2.2380
H 3.5171 1.6260 4.2808
H 4.0626 0.5588 2.9778
H 4.8883 2.0829 3.2710
H 2.5222 3.9150 3.7331
H 3.8790 4.2531 2.6752
H 2.2466 4.3856 2.0407
H 3.7489 1.2427 0.5423
H 2.9064 2.7499 0.1384
H 4.5242 2.7894 0.8394
H 0.1785 -1.0265 -4.3498
H -1.4904 0.3521 -4.7471
H -3.2450 0.2787 -4.7449
H -2.3899 0.8934 -3.3271
H -1.4018 -2.1361 -5.3450
H -2.2294 -3.3231 -4.3322
H -3.1555 -2.1996 -5.3317
H -3.8307 -0.7512 -2.0376
H -4.4770 -1.4267 -3.5151
H -3.7186 -2.5130 -2.3692
C -3.7436 -5.7209 3.4050
C -3.3692 -4.5120 2.7445
N -3.0675 -3.5296 2.2083
H -4.6336 -5.5295 4.0150
H -2.9172 -6.0438 4.0481
H -3.9592 -6.4878 2.6537


# 3
81
Properties=species:S:1:pos:R:3 method="wB97M-V/def2-TZVPD" fmax_ev_per_a=3.8 e_tot_ev=-130338.3096 e_lumo_ev="-7.2 / -7.6" charge=+2 e_above_lowest_kcal_mol=141.5
C -0.7964 6.9250 -3.3362
C -1.0864 5.5765 -3.3167
C -1.2596 5.0062 -4.6041
C -1.1943 5.8117 -5.7567
N -0.9446 7.1286 -5.7339
C -0.7453 7.6615 -4.5243
C -1.1015 4.8500 -2.0030
C -1.1527 3.6290 -1.6756
C -0.9207 2.3892 -0.9712
C 0.2433 2.2424 -0.1333
C 0.5327 0.9546 0.2904
C -0.4732 -0.0512 0.3864
C -1.6751 0.2000 -0.3148
C -1.9154 1.3838 -0.9710
Mg -1.1519 4.2090 0.2752
P 2.2571 -1.5201 1.2108
H -1.4278 3.9484 -4.7336
H -0.5842 7.4180 -2.4074
H -1.3532 5.3840 -6.7505
H -0.5401 8.7256 -4.4801
H -2.8253 1.6353 -1.5430
H 1.0305 3.0185 -0.1869
H -2.4335 -0.5580 -0.2943
H 1.4930 0.7774 0.6890
C 2.5090 -3.0530 2.1784
C 3.3277 -4.1513 1.4948
H 1.5073 -3.4316 2.4336
H 2.9800 -2.7379 3.1244
H 3.4916 -4.9765 2.1921
H 2.8122 -4.5634 0.6226
H 4.3207 -3.8096 1.1778
C 2.2832 -1.8815 -0.5731
C 3.2115 -1.0508 -1.4618
H 1.2423 -1.7053 -0.9299
H 2.4271 -2.9682 -0.6339
H 2.9519 -1.2967 -2.5034
H 3.0569 0.0389 -1.3660
H 4.2749 -1.2623 -1.2911
C 3.6273 -0.4000 1.6605
C 5.0035 -1.0664 1.6437
H 3.4082 0.0035 2.6652
H 3.5986 0.4552 0.9702
H 5.7758 -0.3184 1.8475
H 5.0797 -1.8413 2.4155
H 5.2425 -1.5148 0.6719
Br -0.4467 -1.2883 1.8219
P -2.5035 -3.3863 -1.6850
C -0.7339 -3.6568 -1.3651
C -0.2192 -5.0609 -1.7034
H -0.6246 -3.4318 -0.2956
H -0.2058 -2.9047 -1.9729
H 0.8558 -5.0401 -1.9175
H -0.3615 -5.7577 -0.8711
H -0.7241 -5.4765 -2.5826
C -3.2983 -3.3468 -0.0598
C -4.6764 -4.0278 -0.0109
H -3.3520 -2.2869 0.2008
H -2.5966 -3.8462 0.6253
H -4.9650 -4.1483 1.0308
H -5.4564 -3.4413 -0.4984
H -4.6673 -5.0202 -0.4848
C -2.8034 -1.8778 -2.5969
C -3.1606 -2.1161 -4.0718
H -1.8759 -1.3096 -2.5149
H -3.6296 -1.3750 -2.0655
H -3.5308 -1.1864 -4.5152
H -2.2980 -2.4240 -4.6692
H -3.9330 -2.8929 -4.1472
N 0.3177 3.0897 7.2212
C 0.1322 2.5207 5.9984
C 1.1581 1.7422 5.3905
C 0.9848 1.3550 4.0593
N -0.0756 1.7012 3.3161
C -1.1100 2.2995 3.9163
C -1.0501 2.7211 5.2443
H 1.1843 3.0141 7.7147
H -0.3690 3.7124 7.6258
H 2.0823 1.4858 5.9042
H 1.7661 0.7616 3.5559
H -2.0042 2.4586 3.2845
H -1.9177 3.2267 5.6635


# 4
103
Properties=species:S:1:pos:R:3 method="wB97M-V/def2-TZVPD" fmax_ev_per_a=7.6 e_tot_ev=-117247.0826 e_lumo_ev=-5.3 charge=+1
C 4.3267 -3.0291 0.9881
C 3.3781 -2.3103 0.6853
C 2.4678 -1.0886 0.4968
C 2.3538 -0.1524 -0.6595
C 3.2586 -0.4406 -1.9325
C 2.2188 -0.8427 -3.1201
C 2.3314 -2.3561 -3.5610
Cl 2.1369 -3.5198 -2.1388
N 1.4021 0.8761 -0.4066
S 1.0623 2.1184 -1.5436
O 0.0164 1.6609 -2.4991
O 2.2479 2.4297 -2.3512
F 0.6505 3.5165 -0.7688
C 0.8863 0.6059 0.9004
P -0.4019 1.7108 1.7073
O 0.1898 2.9691 2.2671
O -1.5203 2.0811 0.4817
O -1.3091 0.9199 2.8913
N 1.4903 -0.5420 1.3966
C 1.2476 -1.2384 2.6989
O -0.0878 -1.7209 2.7306
C -0.3221 -2.7792 1.7718
C -1.7071 -2.4246 1.0528
O -2.0159 -3.3067 -0.0296
C -2.8484 -2.6683 -1.0208
C -4.1931 -2.0624 -0.4443
O -4.9828 -1.4016 -1.4802
C -5.8237 -0.4255 -0.8117
C -5.1401 1.0066 -0.6718
H 5.2919 -3.4996 1.3571
H 3.9461 -1.3234 -1.7170
H 3.8233 0.4871 -2.2350
H 2.3251 -0.1328 -3.9908
H 1.1528 -0.7063 -2.7291
H 1.4453 -2.5761 -4.2423
H 3.2650 -2.6132 -4.1368
H -1.4217 1.3188 -0.1463
H -1.9091 0.3373 2.3571
H 2.0251 -2.0153 2.9541
H 1.3228 -0.4333 3.5049
H -0.4065 -3.8013 2.2576
H 0.4656 -2.8722 0.9624
H -2.5052 -2.5066 1.8627
H -1.6987 -1.3571 0.6327
H -3.1549 -3.4796 -1.7621
H -2.2540 -1.8997 -1.6050
H -4.0552 -1.2945 0.3781
H -4.8717 -2.8733 -0.0035
H -6.1534 -0.7929 0.2200
H -6.7775 -0.2770 -1.4195
H -5.2968 1.6842 -1.5625
H -4.0117 0.9311 -0.5066
H -5.5504 1.4927 0.2718
C -2.4446 -1.1558 4.6890
C -2.9027 -1.1124 6.1157
O -4.3227 -1.1097 5.9967
C -4.6275 -1.6675 4.7929
O -5.7266 -1.9678 4.4475
O -3.5065 -1.8383 4.0306
H -1.5054 -1.6936 4.5696
H -2.3408 -0.1613 4.2528
H -2.5968 -1.9973 6.6805
H -2.5539 -0.2211 6.6380
C -0.2173 3.8156 -4.5319
C -0.3562 5.2777 -4.8457
O 0.5398 5.4551 -5.9380
C 0.6912 4.2432 -6.5354
O 1.2425 4.0673 -7.5779
O 0.1288 3.2519 -5.7897
H -1.1429 3.3822 -4.1527
H 0.5806 3.6077 -3.8281
H -1.3665 5.5423 -5.1689
H -0.0760 5.9140 -4.0059
C -0.3796 1.4443 -9.2515
C 0.8893 0.6595 -9.4010
O 0.6274 -0.5158 -8.6412
C -0.7254 -0.6675 -8.5865
O -1.2769 -1.6392 -8.1673
O -1.3648 0.4318 -9.0701
H -0.6021 2.0490 -10.1307
H -0.3705 2.0895 -8.3698
H 1.0862 0.3743 -10.4380
H 1.7568 1.1911 -9.0095
C 9.2061 -2.4760 3.0506
C 8.0126 -2.2777 3.9382
O 6.9752 -2.9496 3.2289
C 7.5712 -3.8723 2.4254
O 6.9810 -4.7209 1.8195
O 8.9162 -3.7091 2.3990
H 10.1377 -2.5425 3.6120
H 9.3022 -1.6916 2.2953
H 8.1345 -2.7493 4.9166
H 7.7684 -1.2251 4.0810
C -2.8708 4.1059 7.0036
C -3.0522 2.7228 6.4486
O -2.1174 1.9523 7.1978
C -1.8949 2.6194 8.3683
O -1.2939 2.1695 9.2921
O -2.4487 3.8607 8.3402
H -3.7933 4.6862 6.9882
H -2.0896 4.6671 6.4837
H -4.0570 2.3287 6.6249
H -2.8332 2.6692 5.3813


# 5
89
Properties=species:S:1:pos:R:3 method="wB97M-V/def2-TZVPD" fmax_ev_per_a=0.9 e_tot_ev=-87572.3866 e_lumo_ev=2.1 charge=-1 e_above_lowest_kcal_mol=13.6
Y -1.0797 0.0200 -0.9964
C 1.0657 -2.5544 -2.3218
N -0.3229 -2.6624 -1.8349
C -0.3311 -3.4681 -0.6114
C -1.5843 -3.2322 0.2099
N -1.5182 -1.9789 0.9879
C -0.3489 -1.9996 1.8790
C -2.7348 -1.8536 1.7910
C -2.9228 -2.7465 2.8454
C -4.0415 -2.6897 3.6549
C -4.9967 -1.7113 3.3908
C -4.8168 -0.8317 2.3497
C -3.6854 -0.8651 1.5093
S -3.5746 0.2980 0.2227
C -1.1514 -3.2750 -2.8697
C -0.8310 -4.5565 -3.3151
C -1.5560 -5.1860 -4.3083
C -2.6356 -4.5098 -4.8689
C -2.9579 -3.2461 -4.4343
C -2.2300 -2.5854 -3.4285
S -2.7474 -1.0051 -2.9257
H 1.0724 -2.0407 -3.2803
H 1.5229 -3.5490 -2.4180
H 1.6446 -1.9356 -1.6356
H 0.5647 -3.2164 -0.0427
H -0.2550 -4.5416 -0.8381
H -1.7371 -4.0796 0.8946
H -2.4570 -3.1709 -0.4472
H -0.1785 -2.9931 2.3184
H -0.5327 -1.3051 2.6938
H 0.5520 -1.6904 1.3504
H -2.1724 -3.5055 3.0355
H -4.1688 -3.3917 4.4689
H -5.8883 -1.6337 4.0020
H -5.5609 -0.0722 2.1491
H 0.0203 -5.0666 -2.8796
H -1.2841 -6.1785 -4.6421
H -3.2307 -4.9722 -5.6473
H -3.8027 -2.7261 -4.8665
C 6.4024 0.3219 1.8485
C 5.0214 -0.0229 1.3712
C 4.5787 -1.3367 1.2938
C 3.2877 -1.5816 0.8460
N 2.4394 -0.6312 0.4731
C 2.8671 0.6318 0.5302
C 4.1328 0.9734 0.9781
H 6.9858 -0.5713 2.0696
H 6.3601 0.9312 2.7535
H 6.9385 0.9000 1.0946
H 5.2199 -2.1633 1.5680
H 2.9265 -2.6048 0.7792
H 2.1829 1.3880 0.1639
H 4.4190 2.0170 0.9947
C 2.6939 3.3349 3.1258
C 1.5910 3.8343 4.0533
C 1.0250 5.1587 3.5621
C 0.5095 2.7698 4.2626
N -0.0253 2.2403 3.0188
C 0.2680 1.1132 2.3577
N -0.3998 1.1046 1.2291
N -1.1155 2.2573 1.2169
N -0.8987 2.9337 2.2692
H 3.5177 4.0485 3.0992
H 2.3237 3.2348 2.1032
H 3.0994 2.3742 3.4497
H 2.0132 3.9832 5.0565
H 0.5523 5.0430 2.5880
H 1.8276 5.8891 3.4570
H 0.2847 5.5646 4.2521
H -0.3412 3.1427 4.8341
H 0.9256 1.9120 4.7967
H 0.9586 0.3659 2.6980
S -2.3515 2.7289 -1.7085
C -1.9713 2.7513 -3.3650
N -1.1089 3.6485 -3.9067
C -0.5997 3.1389 -5.1776
C -1.6303 2.0473 -5.5327
N -2.4077 1.9245 -4.3085
H -0.4613 4.0439 -3.2424
H 0.3841 2.6900 -5.0088
H -0.5427 3.9241 -5.9311
H -1.1458 1.0938 -5.7533
H -2.2710 2.3372 -6.3695
H -2.8438 1.0415 -4.0593
Te 0.9651 0.9917 -2.6660
N 1.2193 3.8836 -0.3165
H 1.6148 3.4140 -1.1332
H 1.2335 4.8843 -0.4880
H 0.2382 3.6082 -0.3679